Record 1
A structure of composition C18H32ClFeN2O4S2Si. Source: the OMol25 dataset; level of theory: ωB97M-V/def2-TZVPD.

HOMO level (alpha / beta) ... -8.52 / -8.09 eV
2S+1 ... 6
Frontier orbital gap (alpha / beta) ... 8.9 / 6.0 eV
LUMO level (alpha / beta) ... 0.400 / -2.125 eV

Atoms and positions in Å:
1 Fe 0.48118 0.73940 -0.61660
2 C 1.69355 -2.65090 2.11004
3 S 1.40189 -2.33337 0.34762
4 C 3.11023 -2.06409 -0.18557
5 H 2.46628 -3.40860 2.22822
6 H 0.75620 -3.02142 2.52098
7 H 1.98228 -1.73343 2.61740
8 H 3.58719 -1.32146 0.45023
9 H 3.06143 -1.68150 -1.20081
10 H 3.66497 -3.00104 -0.15577
11 Cl -2.48242 4.07297 -3.22118
12 C -1.22634 4.28048 -1.98211
13 C -0.66237 2.95832 -1.47496
14 O -0.06221 2.98682 -0.37671
15 O -0.79548 1.90840 -2.14605
16 H -1.64653 4.83185 -1.14727
17 H -0.42022 4.85964 -2.42644
18 O 4.45526 1.81483 -1.96960
19 C 3.40861 1.40794 -1.58594
20 N 2.37249 0.97939 -1.18671
21 C -2.41958 2.21335 2.57441
22 Si -1.75213 0.60159 1.84915
23 C -2.68996 0.28278 0.24849
24 C -2.18320 -0.85037 2.99304
25 N -0.02797 0.65949 1.53532
26 C 0.90842 0.88805 2.46589
27 C 0.61745 1.03403 3.85215
28 C 1.62196 1.21993 4.77147
29 C 2.95637 1.27527 4.36864
30 C 3.27004 1.17219 3.01325
31 C 2.27772 0.97631 2.08310
32 H -3.51046 2.19219 2.56799
33 H -2.09119 3.05681 1.96283
34 H -2.09163 2.39505 3.59913
35 H -3.73360 0.57725 0.37461
36 H -2.66668 -0.77449 -0.01375
37 H -2.29354 0.85843 -0.59311
38 H -3.25046 -0.82894 3.22318
39 H -1.63832 -0.83302 3.93823
40 H -1.96894 -1.80173 2.50103
41 H -0.41277 1.00209 4.17981
42 H 1.36920 1.32473 5.81887
43 H 3.74016 1.40348 5.10270
44 H 4.30029 1.24717 2.69010
45 H 2.51246 0.90668 1.02659
46 C -0.92695 -4.23247 -2.64550
47 C -0.74289 -2.92601 -3.40398
48 S -1.53083 -1.54955 -2.48815
49 O -0.38834 -0.91023 -1.76312
50 C -1.89565 -0.43893 -3.89075
51 C -0.66312 -0.07537 -4.69784
52 H -0.45291 -5.05167 -3.18622
53 H -1.98550 -4.47073 -2.53688
54 H -0.47633 -4.17066 -1.65421
55 H -1.18905 -2.97958 -4.39713
56 H 0.30681 -2.64432 -3.47772
57 H -2.30479 0.45846 -3.42331
58 H -2.67388 -0.93767 -4.47241
59 H 0.12634 0.25952 -4.02405
60 H -0.89854 0.75035 -5.36839
61 H -0.29402 -0.90368 -5.30218

Cartesian forces (eV/Å) of the 6 atoms listed first:
-0.453 0.500 -0.344
-0.076 -0.013 -0.387
0.177 0.084 0.193
-0.224 -0.197 0.098
-0.018 -0.024 0.061
0.026 0.011 0.084

=====

Record 2
A structure of composition C18H32F3IIrNO3Si2Te. Source: the OMol25 dataset; level of theory: ωB97M-V/def2-TZVPD.

HOMO level (alpha / beta) ... -17.44 / -17.43 eV
2S+1 ... 2
Frontier orbital gap (alpha / beta) ... 5.3 / 4.7 eV
Charge ... +3
LUMO level (alpha / beta) ... -12.172 / -12.771 eV

Atoms and positions in Å:
1 Ir -0.12442 -1.81500 -0.22491
2 I 4.25641 -0.19059 -3.66373
3 C 3.62886 -1.00691 -1.87185
4 C 4.53151 -1.52238 -0.93315
5 C 4.06312 -2.05516 0.26068
6 C 2.71056 -2.07669 0.51266
7 N 1.83395 -1.56585 -0.38791
8 C 2.28883 -1.05014 -1.55994
9 H 5.59452 -1.51111 -1.14150
10 H 4.74588 -2.46524 0.99230
11 H 2.29520 -2.50034 1.41512
12 H 1.54171 -0.65888 -2.24278
13 F -1.27379 -3.51499 3.90750
14 C -0.56763 -2.38664 3.93583
15 F -1.04054 -1.57561 4.85257
16 F 0.70796 -2.66753 4.18476
17 C -0.68149 -1.72125 2.53274
18 O -1.29500 -0.70032 2.33335
19 O -0.01768 -2.40810 1.63071
20 C 1.73099 0.55775 2.94135
21 Si 1.37817 2.04069 1.87361
22 C 1.40458 3.62429 2.82624
23 C 2.44280 2.09624 0.34376
24 C -0.47907 1.95073 1.27950
25 Te -1.34456 0.57199 -0.00821
26 C -0.56482 1.21831 -1.80425
27 Si -1.78423 2.63161 -2.59568
28 C -3.30293 1.67938 -3.07115
29 C -0.76192 3.25010 -4.00573
30 C -2.12632 3.91074 -1.29208
31 H 2.73866 0.64711 3.35526
32 H 1.69102 -0.38820 2.39758
33 H 1.04333 0.50869 3.78839
34 H 2.40814 3.79197 3.22566
35 H 0.71775 3.60151 3.67427
36 H 1.15402 4.48577 2.20467
37 H 3.49087 2.20351 0.63486
38 H 2.20333 2.95974 -0.28150
39 H 2.36916 1.19440 -0.26896
40 H -0.65975 2.88115 0.72754
41 H -1.13223 1.91607 2.15448
42 H -0.63524 0.43431 -2.56408
43 H 0.44763 1.60702 -1.69565
44 H -3.08075 0.86366 -3.76231
45 H -3.99915 2.34773 -3.58449
46 H -3.84267 1.27545 -2.21020
47 H -0.51110 2.45841 -4.71341
48 H 0.15856 3.72998 -3.66988
49 H -1.34229 4.00120 -4.54964
50 H -2.70580 3.54447 -0.43952
51 H -2.74095 4.68885 -1.75514
52 H -1.22559 4.41021 -0.92821
53 C -1.51237 -4.95766 -0.17409
54 C -2.40709 -3.79288 -0.32114
55 C -3.86690 -3.96910 -0.34357
56 O -1.94956 -2.62084 -0.46169
57 H -1.42841 -5.42590 -1.16373
58 H -1.95845 -5.70750 0.47960
59 H -0.51776 -4.68665 0.17785
60 H -4.12910 -4.82790 -0.96656
61 H -4.39037 -3.07239 -0.66008
62 H -4.17760 -4.24127 0.67387

Cartesian forces (eV/Å) of the 6 atoms listed first:
-0.018 0.043 -0.043
0.002 0.001 0.006
-0.005 -0.004 -0.004
0.003 0.000 -0.006
-0.004 -0.005 0.002
-0.017 0.009 -0.004

=====

Record 3
A structure of composition C18H32InO13S3. Source: the OMol25 dataset; level of theory: ωB97M-V/def2-TZVPD.

HOMO level ... -4.50 eV
Frontier orbital gap ... 6.3 eV
Charge ... -1
LUMO level ... 1.789 eV

Atoms and positions in Å:
1 C 5.43417 -0.23886 -2.08242
2 C 4.43814 -1.47148 -2.21255
3 O 3.07860 -1.02134 -2.27020
4 C 2.36622 -1.61991 -1.16873
5 C 0.81125 -1.43510 -1.23320
6 In 0.12099 0.49861 -2.16362
7 C -1.79249 1.09133 -1.10595
8 C -3.04970 0.34594 -1.58364
9 C -3.88741 0.99885 -2.63070
10 C -5.10203 0.33104 -3.07890
11 C -5.50488 -1.01754 -2.48485
12 C -4.65149 -1.63933 -1.46563
13 C -5.14273 -3.01385 -0.89220
14 C -3.41678 -0.97494 -1.00948
15 H 5.11999 0.40149 -1.22224
16 H 5.51824 0.33524 -3.04062
17 H 6.46536 -0.65970 -1.88411
18 H 4.71726 -2.06016 -3.13540
19 H 4.65354 -2.14003 -1.33867
20 H 2.57289 -2.73587 -1.20870
21 H 2.74892 -1.27180 -0.16060
22 H 0.44181 -1.42269 -0.16306
23 H 0.31883 -2.28719 -1.77614
24 H 1.31770 1.82068 -1.79956
25 H -0.01649 0.44295 -3.95524
26 H -1.65129 0.82138 -0.01933
27 H -1.92864 2.19210 -1.25573
28 H -3.56022 1.99042 -3.02748
29 H -5.74248 0.84525 -3.84181
30 H -6.44563 -1.48580 -2.86100
31 H -5.09505 -3.03863 0.22545
32 H -4.51293 -3.84169 -1.30866
33 H -6.21105 -3.14820 -1.21078
34 H -2.78147 -1.47590 -0.24671
35 C 5.85811 3.68362 2.15337
36 C 5.34709 3.04072 0.87876
37 O 6.32317 2.04592 0.55340
38 S 6.95589 1.45763 1.91967
39 O 6.28133 0.24560 2.24464
40 O 8.37219 1.55127 1.83556
41 O 6.41953 2.61191 2.91474
42 H 6.65284 4.40385 1.94247
43 H 5.06473 4.17452 2.71463
44 H 5.24162 3.75618 0.06580
45 H 4.39168 2.53589 1.04320
46 C 5.59884 -2.23054 4.19171
47 C 4.96474 -1.57687 5.40338
48 O 3.58534 -1.94366 5.33917
49 S 3.45794 -3.41218 4.67392
50 O 3.34243 -4.37096 5.72109
51 O 2.53442 -3.33832 3.59789
52 O 4.95332 -3.50286 4.07152
53 H 5.39834 -1.65911 3.28470
54 H 6.67392 -2.35926 4.30750
55 H 5.07637 -0.49411 5.39710
56 H 5.37820 -1.97938 6.33265
57 C -8.51231 1.04561 -1.26024
58 C -7.98770 2.36669 -1.74574
59 O -9.08047 3.28384 -1.60982
60 S -9.97925 2.84378 -0.34239
61 O -9.59525 3.63098 0.77990
62 O -11.33202 2.72929 -0.77048
63 O -9.36256 1.36298 -0.14995
64 H -9.12498 0.56041 -2.02474
65 H -7.70614 0.37727 -0.96041
66 H -7.65122 2.32358 -2.77923
67 H -7.17130 2.72041 -1.11128

Cartesian forces (eV/Å) of the 6 atoms listed first:
0.078 -1.011 -0.195
1.209 0.936 -0.346
0.806 -0.912 0.944
-1.325 -1.213 0.430
0.382 0.018 0.414
0.667 0.116 -0.240

=====

Record 4
A structure of composition C18H32IrN3OPSi. Source: the OMol25 dataset; level of theory: ωB97M-V/def2-TZVPD.

HOMO level (alpha / beta) ... -4.12 / -7.34 eV
2S+1 ... 6
Frontier orbital gap (alpha / beta) ... 4.6 / 5.2 eV
LUMO level (alpha / beta) ... 0.476 / -2.141 eV

Atoms and positions in Å:
1 Ir 0.48894 0.38159 -0.37094
2 Si 1.12484 2.04720 1.05829
3 P -1.32142 1.49472 -0.86154
4 N 1.46011 -0.02909 -1.84195
5 H -3.97785 -0.12867 1.83249
6 C -2.51365 0.35973 -1.63424
7 H -3.32836 0.93432 -2.09563
8 H -2.92310 -0.30752 -0.86269
9 H -2.00354 -0.24092 -2.39744
10 C -2.32881 2.39005 0.34487
11 H -3.21649 2.80435 -0.14971
12 H -1.75908 3.20485 0.79859
13 H -2.63076 1.68455 1.13380
14 C -0.88342 2.71973 -2.13775
15 H -1.78988 3.25547 -2.44554
16 H -0.44028 2.19730 -2.99442
17 H -0.15360 3.42319 -1.72074
18 C 0.16763 2.42533 2.65619
19 H 0.40832 1.67266 3.41605
20 H -0.91521 2.43032 2.50783
21 H 0.50707 3.40856 3.01346
22 H 2.49877 1.71074 1.54992
23 H 1.21272 3.36067 0.35615
24 C 2.38916 0.13847 -2.78012
25 C 3.52734 -0.53177 -4.83363
26 C 2.52647 -0.74345 -3.90520
27 C 3.28332 1.25498 -2.67486
28 C 4.28111 1.44418 -3.61040
29 C 4.41211 0.55228 -4.68588
30 H 3.63435 -1.20517 -5.68887
31 H 1.80991 -1.56555 -3.98176
32 H 3.13813 1.93655 -1.82900
33 H 4.96221 2.29173 -3.50819
34 H 5.20792 0.70861 -5.41634
35 C -3.34485 -0.58508 2.56327
36 O -2.15925 0.10146 2.64944
37 C -2.94908 -1.98105 2.06997
38 H -3.80292 -2.65500 1.94080
39 H -2.23416 -2.39864 2.79125
40 H -2.42168 -1.88633 1.11833
41 C -4.22223 -0.59167 3.82218
42 H -5.25065 -0.88868 3.58539
43 H -4.22767 0.41240 4.25346
44 H -3.81743 -1.31538 4.53794
45 N 0.85874 -0.90358 2.60722
46 C 1.22925 -1.79677 1.63606
47 C 2.04671 -2.91986 1.91636
48 C 2.13473 -3.93243 0.97300
49 C 1.45131 -3.78364 -0.23814
50 C 0.83387 -2.57634 -0.53113
51 N 0.85303 -1.54921 0.35324
52 H -0.06129 -0.42833 2.56992
53 H 1.21797 -1.07655 3.53953
54 H 2.53879 -2.94935 2.88649
55 H 2.71358 -4.82790 1.17727
56 H 1.41477 -4.57336 -0.97960
57 H 0.34347 -2.37472 -1.48310

Cartesian forces (eV/Å) of the 6 atoms listed first:
-0.907 -0.878 3.253
1.010 0.942 0.978
-0.230 0.024 -1.053
1.517 -0.840 -3.668
-0.211 0.495 -1.284
-0.625 0.375 -0.289

=====

no.,electronic energy (Eh)
1,-3925.410550
2,-2533.156503
3,-3067.708187
4,-1679.533700